A structure of composition C5H7NO2. Source: OMol25; level of theory: ωB97M-V with the def2-TZVPD basis set.

Element x y z (Å)
C: -0.8237 -0.4546 -0.2426
C: 0.2322 -0.9376 0.7369
C: 0.9746 1.0982 0.3925
C: 1.2740 -0.0695 -0.6283
C: -0.0003 0.5433 -0.6520
H: -2.4611 0.5209 -0.5245
H: -1.9258 0.4513 1.0909
H: -0.4624 -1.4536 -0.7958
H: 0.1454 -1.8830 1.4277
H: 1.3324 2.0324 0.2892
H: 2.0968 -0.0047 -1.2736
H: -0.1842 1.1264 -1.5546
N: -2.1747 -0.1378 0.2478
O: 0.6664 0.3525 1.5130
O: 1.3105 -1.1842 -0.0266

## Properties
E	-10878.217	eV
net charge	0
highest occupied orbital energy	-8.71	eV
ΔE to the lowest compared entry with this formula, charge and spin	5.400	eV
orbital gap	9.575	eV
2S+1	1

A structure of composition C48H52AsCl3N3O2SV. Source: OMol25; level of theory: ωB97M-V with the def2-TZVPD basis set.

Element x y z (Å)
V: -1.4875 -1.4480 -1.1737
Cl: 4.1521 -4.3444 -3.7852
C: 2.9141 -3.7350 -2.8707
C: 1.7531 -3.0684 -3.4856
C: 0.8025 -2.6573 -2.6126
Cl: -0.6303 -1.8324 -3.2534
C: 0.9373 -2.7273 -1.2017
O: -0.0211 -2.4372 -0.3471
C: 2.1600 -3.2001 -0.7074
Cl: 2.3866 -3.2288 0.9929
C: 3.1514 -3.7096 -1.5244
H: 1.8102 -2.7856 -4.5408
H: 4.0881 -4.1020 -1.1158
O: -2.9376 -2.5063 -1.7801
S: -3.6489 -2.2932 -0.1932
C: -4.7896 -1.2247 -0.8392
C: -5.4502 -1.5330 -2.0313
C: -6.2973 -0.5768 -2.6308
C: -6.6308 0.6155 -1.9393
C: -6.0174 0.8712 -0.6872
C: -5.2055 -0.1211 -0.0899
C: -3.8566 3.6305 1.9535
C: -3.6259 4.6368 0.9009
C: -3.7956 5.8803 1.5482
C: -4.5629 5.9917 2.6849
C: -5.1243 4.9325 3.3486
C: -4.7934 3.6629 2.9313
H: -5.0899 -2.5052 -2.5275
H: -6.6425 -0.7027 -3.6640
H: -7.2783 1.3900 -2.3611
H: -6.2988 1.8366 -0.1771
H: -4.8365 0.0063 0.9416
H: -4.1644 4.4907 -0.0367
H: -3.2906 6.7462 1.1016
H: -4.7385 6.9955 3.0648
H: -5.7738 5.1811 4.1983
H: -5.1100 2.7986 3.4572
C: -3.7097 -7.7321 0.9506
C: -2.4513 -8.4205 0.5159
N: -2.4008 -8.6743 -0.9364
C: -2.7496 -7.4100 -1.6105
C: -4.2128 -7.0192 -1.2535
N: -4.7655 -7.8906 -0.1356
C: -4.7739 -9.3320 -0.6139
C: -3.4530 -9.6939 -1.2380
H: -3.7241 -6.6333 1.1345
H: -4.0771 -8.1063 1.9332
H: -2.3610 -9.4429 1.0169
H: -1.5716 -7.8450 0.9095
H: -2.7628 -7.4458 -2.7199
H: -2.0349 -6.6327 -1.3157
H: -4.8606 -7.1416 -2.1154
H: -4.2248 -6.0069 -0.9419
H: -5.7063 -7.6078 0.1495
H: -5.6082 -9.4266 -1.3010
H: -5.0549 -9.9085 0.3141
H: -3.5780 -9.7836 -2.3614
H: -3.0431 -10.6541 -0.9334
C: 5.5122 8.0544 -0.0186
C: 4.7836 6.7413 -0.2565
C: 4.7634 6.1066 -1.5158
C: 4.3775 4.7776 -1.6973
C: 4.3133 4.2686 -3.1355
C: 3.8743 4.0535 -0.5852
As: 3.4573 2.1889 -0.9951
N: -1.8661 0.1070 -0.7207
C: -1.8777 1.2861 -0.0210
C: -2.6341 1.5088 1.0853
C: -2.5606 2.8738 1.7470
C: -2.0831 4.0303 0.7893
C: -1.4397 3.6942 -0.4272
C: -1.2290 2.3719 -0.7683
C: 4.6737 1.4376 0.3770
C: 6.0205 1.6904 0.5671
C: 6.8101 2.2272 -0.5966
C: 6.6739 1.3421 1.7662
C: 6.0381 0.6559 2.7896
C: 6.6500 0.3854 4.1253
C: 4.6674 0.2905 2.5419
C: 3.9906 0.7507 1.4415
C: 2.5507 0.4986 1.3061
C: 3.6542 4.7329 0.6176
C: 2.9222 4.0502 1.7368
C: 4.0914 6.0643 0.7644
H: 5.9962 8.3260 -0.9493
H: 6.2393 7.9490 0.7895
H: 4.7972 8.8263 0.2725
H: 5.1536 6.6796 -2.3369
H: 4.8775 4.9036 -3.8365
H: 3.2731 4.1948 -3.5465
H: 4.8093 3.2545 -3.2673
H: -3.0913 0.6520 1.5579
H: -1.9627 2.8400 2.6955
H: -1.5291 4.6958 1.4797
H: -0.9183 4.4608 -0.9620
H: -0.7331 2.1524 -1.6758
H: 6.4129 1.8770 -1.5643
H: 7.9008 1.8638 -0.4907
H: 6.7835 3.3211 -0.5072
H: 7.7188 1.7569 1.9572
H: 6.9003 1.2898 4.7133
H: 7.6409 -0.1365 3.9333
H: 5.9619 -0.3009 4.7263
H: 4.1195 -0.2712 3.3359
H: 1.8954 1.3485 1.3601
H: 2.1971 -0.0791 2.1698
H: 2.3639 -0.1648 0.4190
H: 1.8990 3.7735 1.4533
H: 2.9568 4.7179 2.5969
H: 3.4190 3.1233 2.0912
H: 3.8517 6.6376 1.6722

## Properties
E	-194069.048	eV
net charge	+4
highest occupied orbital energy (alpha / beta)	-16.34 / -16.34	eV
ΔE to the lowest compared entry with this formula, charge and spin	2.449	eV
orbital gap (alpha / beta)	5.177 / 5.304	eV
2S+1	1

The molecule C4H2O2. Source: OMol25; level of theory: ωB97M-V with the def2-TZVPD basis set.

Element x y z (Å)
O: 1.7611 1.0216 -0.1286
C: 1.4991 -0.1481 -0.0742
C: 0.1321 -0.6621 0.3818
O: 0.0759 -1.7060 0.9908
C: -1.0119 0.1708 0.0674
C: -1.9398 0.8375 -0.3102
H: 2.2254 -0.9631 -0.2653
H: -2.7418 1.4494 -0.6616

## Properties
E	-8272.205	eV
net charge	0
highest occupied orbital energy	-10.37	eV
SMILES string	C#CC(=O)C=O
ΔE to the lowest compared entry with this formula, charge and spin	0.323	eV
orbital gap	9.385	eV
2S+1	1

A cluster of 2 separate species, C4H13N2 in total. Source: OMol25; level of theory: ωB97M-V with the def2-TZVPD basis set.

Element x y z (Å)
C: 0.2510 2.1629 -0.2474
C: -1.3106 -1.4177 -1.3529
C: -0.2868 1.0579 0.6655
C: 0.2942 -0.3469 0.3347
N: 1.6340 -0.3850 -0.1481
N: 0.2151 -1.2071 1.6038
H: -0.3474 3.1186 -0.4017
H: 0.3075 1.5969 -1.2181
H: 1.2643 2.6220 0.1401
H: -1.6570 -2.2198 -0.7003
H: -0.7614 -1.5892 -2.2765
H: -1.8356 -0.4685 -1.2295
H: -0.1129 1.2882 1.7183
H: -1.3672 1.0830 0.5031
H: 1.9107 0.3075 -0.7835
H: 1.7890 -1.3250 -0.4776
H: 0.5392 -0.6984 2.4265
H: -0.6547 -1.5291 1.8069
H: 0.7789 -2.0048 1.4869

## Properties
E	-7327.632	eV
<S²>	2.007
net charge	+1
highest occupied orbital energy (alpha / beta)	-11.15 / -15.65	eV
ΔE to the lowest compared entry with this formula, charge and spin	0.000	eV
orbital gap (alpha / beta)	7.716 / 10.388	eV
2S+1	3

Q: Which value of net charge does entry 2 give?
A: +4

Q: Number 2 is which compound?
A: C48H52AsCl3N3O2SV

Q: ΔE to the lowest compared entry with this formula, charge and spin of number 4 (C4H13N2)?
A: 0.000 eV